1.
A 2-piece molecular cluster, C35H35Br2N2O2 overall at a distorted geometry, computed with ωB97M-V with the def2-TZVPD basis set.

Geometry (Å):
Br1 -5.143 2.491 -5.387
C1 -3.517 1.728 -4.793
C2 -3.440 0.346 -4.528
C3 -2.228 -0.213 -4.105
C4 -1.069 0.582 -3.968
C5 0.222 -0.033 -3.718
C6 1.418 0.628 -4.076
C7 2.649 -0.007 -4.168
C8 3.880 0.649 -4.517
C9 5.063 -0.115 -4.717
C10 6.288 0.496 -4.980
C11 6.358 1.902 -5.077
Br2 8.026 2.743 -5.274
C12 5.194 2.676 -4.948
C13 3.968 2.061 -4.694
C14 -1.171 1.979 -4.212
C15 -2.380 2.538 -4.653
H1 -4.308 -0.285 -4.662
H2 -2.171 -1.281 -3.886
H3 0.260 -1.146 -3.677
H4 1.391 1.708 -4.311
H5 2.702 -1.072 -3.910
H6 4.994 -1.205 -4.698
H7 7.189 -0.095 -5.101
H8 5.248 3.758 -5.033
H9 3.066 2.670 -4.654
H10 -0.313 2.632 -4.052
H11 -2.426 3.593 -4.888
H12 1.132 0.610 3.310
C16 0.172 0.090 3.473
C17 0.187 -1.158 2.568
O1 1.393 -1.856 2.846
C18 0.080 -0.906 1.070
C19 0.678 0.176 0.467
C20 0.594 0.279 -0.942
N1 -0.053 -0.577 -1.710
C21 -0.605 -1.691 -1.158
C22 -0.561 -1.904 0.261
C23 -1.183 -3.084 0.738
C24 -1.891 -3.958 -0.117
O2 -2.626 -5.004 0.330
C25 -2.779 -5.176 1.760
C26 -1.882 -3.754 -1.512
C27 -1.208 -2.665 -1.996
C28 -0.012 -0.179 4.980
C29 -1.181 0.676 5.544
C30 -2.466 0.257 4.806
C31 -2.278 0.463 3.315
N2 -0.868 0.998 2.973
C32 -0.746 2.309 3.641
C33 -0.926 2.176 5.175
C34 0.254 2.784 5.914
C35 0.482 2.578 7.226
H13 -0.676 -1.771 2.886
H14 1.390 -2.694 2.338
H15 1.192 0.952 1.038
H16 1.077 1.105 -1.459
H17 -1.181 -3.307 1.805
H18 -3.452 -6.028 1.840
H19 -1.809 -5.398 2.225
H20 -3.228 -4.281 2.215
H21 -2.420 -4.451 -2.148
H22 -1.168 -2.546 -3.068
H23 -0.222 -1.244 5.154
H24 0.928 0.105 5.467
H25 -1.280 0.574 6.628
H26 -2.692 -0.792 5.008
H27 -3.323 0.850 5.143
H28 -2.463 -0.459 2.747
H29 -2.981 1.228 2.950
H30 0.233 2.731 3.385
H31 -1.538 2.966 3.253
H32 -1.844 2.737 5.445
H33 0.872 3.478 5.313
H34 1.312 3.078 7.729
H35 -0.187 1.958 7.830

Results
net charge = +1
E_HOMO = -10.53 eV

2.
C35H35ClF5N2O2S2V as an isolated structure at a distorted geometry, computed with ωB97M-V with the def2-TZVPD basis set.

Geometry (Å):
V1 -11.369 -0.911 16.267
C1 -9.158 -1.726 13.411
N1 -9.089 -0.748 14.516
C2 -9.513 0.531 13.913
C3 -11.018 0.647 13.635
N2 -11.630 0.997 14.968
C4 -13.095 1.225 14.879
C5 -11.028 2.245 15.384
C6 -10.947 3.378 14.615
C7 -10.241 4.486 15.023
C8 -9.616 4.446 16.261
C9 -9.664 3.315 17.059
C10 -10.391 2.195 16.655
S1 -10.436 0.778 17.631
C11 -7.791 -0.673 15.163
C12 -7.182 0.602 15.339
C13 -5.976 0.749 15.992
C14 -5.401 -0.425 16.476
C15 -5.998 -1.690 16.346
C16 -7.241 -1.879 15.709
S2 -8.025 -3.450 15.726
H1 -8.383 -1.506 12.726
H2 -10.172 -1.681 13.005
H3 -8.915 -2.716 13.782
H4 -8.961 0.797 12.995
H5 -9.299 1.289 14.639
H6 -11.520 -0.242 13.333
H7 -11.110 1.470 12.912
H8 -13.331 1.879 14.058
H9 -13.424 1.634 15.834
H10 -13.590 0.301 14.594
H11 -11.476 3.415 13.654
H12 -10.223 5.348 14.333
H13 -9.026 5.289 16.595
H14 -9.186 3.297 18.013
H15 -7.604 1.491 14.976
H16 -5.504 1.690 16.193
H17 -4.479 -0.339 17.073
H18 -5.587 -2.524 16.904
Cl1 -11.422 -3.152 23.560
C17 -11.064 -2.666 21.943
C18 -10.142 -3.456 21.217
C19 -9.842 -3.114 19.916
C20 -10.592 -2.114 19.246
C21 -10.388 -1.993 17.739
C22 -11.461 -1.348 19.998
C23 -11.663 -1.583 21.374
H19 -9.524 -4.144 21.820
H20 -9.040 -3.593 19.391
H21 -10.695 -3.018 17.324
H22 -9.272 -1.955 17.571
H23 -12.021 -0.599 19.514
H24 -12.388 -0.968 21.946
C24 -19.127 -2.957 19.280
C25 -17.757 -2.443 18.841
C26 -16.620 -3.086 19.311
C27 -15.330 -2.651 18.933
C28 -14.040 -3.426 19.319
C29 -15.244 -1.447 18.233
C30 -16.392 -0.778 17.725
C31 -16.297 0.419 16.825
C32 -17.633 -1.318 18.003
C33 -13.984 -0.740 17.902
O1 -13.820 0.317 18.525
O2 -13.248 -1.211 16.981
H25 -19.207 -4.033 19.113
H26 -19.915 -2.453 18.732
H27 -19.175 -2.791 20.362
H28 -16.793 -4.026 19.849
H29 -14.312 -4.503 19.383
H30 -13.650 -3.059 20.241
H31 -13.325 -3.230 18.576
H32 -15.814 1.217 17.424
H33 -17.253 0.751 16.517
H34 -15.710 0.224 15.959
H35 -18.500 -0.836 17.562
F1 -12.080 -2.297 14.767
C34 -12.639 -2.621 13.469
F2 -13.660 -1.597 13.389
C35 -13.510 -3.834 13.802
F3 -12.749 -4.870 14.096
F4 -14.413 -3.649 14.765
F5 -14.194 -4.143 12.667

Results
multiplicity = 3
net charge = -2
<S²> = 2.044
E_HOMO (alpha / beta) = -1.36 / -1.36 eV

3.
A 7-piece molecular cluster, C35H35ClNO10 overall at a distorted geometry, computed with ωB97M-V with the def2-TZVPD basis set.

Geometry (Å):
Cl1 0.056 0.277 -0.432
N1 0.626 6.324 1.055
C1 1.375 6.287 2.181
C2 1.535 5.093 2.909
C3 0.925 3.887 2.345
C4 0.371 3.946 1.091
C5 0.213 5.141 0.463
H1 1.816 7.078 2.637
H2 2.046 4.926 3.833
H3 0.927 3.102 2.974
H4 -0.042 3.000 0.665
H5 -0.215 5.265 -0.632
C6 3.487 -0.409 4.757
C7 2.262 -0.941 4.012
C8 1.813 -0.427 2.843
C9 2.468 0.681 2.236
C10 3.606 1.268 2.962
C11 4.011 0.718 4.148
O1 5.099 1.429 4.742
O2 0.613 -0.740 2.447
H6 3.994 -0.872 5.497
H7 1.663 -1.669 4.616
H8 2.094 1.332 1.581
H9 3.907 2.094 2.591
H10 5.401 1.303 5.734
H11 0.292 -0.295 1.644
C12 -0.354 -3.543 -1.960
C13 -0.322 -5.105 -2.247
C14 -0.426 -5.552 -3.512
C15 -0.645 -4.620 -4.572
C16 -0.697 -3.204 -4.392
C17 -0.645 -2.722 -3.070
O3 -0.942 -1.389 -2.869
O4 -0.174 -6.829 -3.793
H12 -0.275 -3.299 -0.917
H13 -0.036 -5.826 -1.392
H14 -0.497 -4.942 -5.522
H15 -1.009 -2.509 -5.103
H16 -0.622 -0.950 -2.015
H17 -0.004 -7.148 -4.595
C18 1.973 -3.796 0.340
C19 2.021 -5.316 0.624
C20 3.108 -6.019 0.008
C21 3.984 -5.312 -0.819
C22 3.805 -3.976 -1.162
C23 2.821 -3.174 -0.603
O5 2.588 -1.934 -1.145
O6 3.314 -7.322 0.278
H18 1.051 -3.294 0.841
H19 1.189 -5.968 1.302
H20 4.859 -5.751 -1.172
H21 4.520 -3.586 -1.845
H22 1.819 -1.501 -0.806
H23 4.136 -7.442 -0.050
C24 -2.751 1.511 2.163
C25 -3.453 2.325 3.308
C26 -4.632 1.777 3.727
C27 -5.026 0.412 3.468
C28 -4.215 -0.396 2.633
C29 -3.190 0.174 1.931
O7 -2.439 -0.699 1.068
O8 -5.372 2.606 4.635
H24 -1.927 2.122 1.852
H25 -2.933 3.308 3.624
H26 -5.805 -0.095 4.056
H27 -4.544 -1.389 2.713
H28 -1.588 -0.228 0.638
H29 -6.162 2.499 4.316
C30 -2.089 4.607 -5.172
C31 -1.234 4.470 -3.992
C32 -1.231 3.390 -3.169
C33 -2.371 2.519 -3.312
C34 -3.229 2.652 -4.355
C35 -3.140 3.685 -5.289
O9 -4.036 3.944 -6.265
O10 -0.380 3.254 -2.120
H30 -2.119 5.569 -5.838
H31 -0.452 5.296 -3.873
H32 -2.520 1.834 -2.599
H33 -4.070 1.988 -4.518
H34 -3.768 4.725 -6.793
H35 -0.208 2.363 -1.570

Results
net charge = -1
relative energy (zero: lowest compared OMol25 entry of this formula, charge and spin) = 0.3760 eV
E_HOMO = -5.63 eV

Q: net charge of number 2 (C35H35ClF5N2O2S2V)?
A: -2